{
  "formula": "C48H123N9O15",
  "method": "ωB97M-V/def2-TZVPD",
  "total_charge": 1,
  "lumo_energy_ev": [-3.014, -6.829],
  "total_energy_ev": -95880.2288,
  "multiplicity": 2,
  "species": ["C", "C", "C", "C", "C", "C", "N", "O", "C", "C", "C", "H", "H", "H", "H", "H", "H", "H", "H", "H", "H", "H", "H", "H", "H", "H", "H", "H", "H", "H", "C", "C", "C", "C", "C", "C", "N", "O", "C", "C", "C", "H", "H", "H", "H", "H", "H", "H", "H", "H", "H", "H", "H", "H", "H", "H", "H", "H", "H", "H", "C", "C", "C", "C", "C", "C", "N", "O", "C", "C", "C", "H", "H", "H", "H", "H", "H", "H", "H", "H", "H", "H", "H", "H", "H", "H", "H", "H", "H", "H", "C", "O", "N", "N", "H", "H", "H", "H", "C", "O", "N", "N", "H", "H", "H", "H", "C", "O", "N", "N", "H", "H", "H", "H", "C", "C", "O", "H", "H", "H", "H", "H", "H", "C", "C", "O", "H", "H", "H", "H", "H", "H", "C", "C", "O", "H", "H", "H", "H", "H", "H", "C", "C", "O", "H", "H", "H", "H", "H", "H", "C", "C", "O", "H", "H", "H", "H", "H", "H", "C", "C", "O", "H", "H", "H", "H", "H", "H", "C", "C", "O", "H", "H", "H", "H", "H", "H", "C", "C", "O", "H", "H", "H", "H", "H", "H", "C", "C", "O", "H", "H", "H", "H", "H", "H"],
  "positions_angstrom": [[1.8197, 1.3925, -0.8716], [1.6113, 1.0056, 0.5676], [1.2046, 2.2545, 1.4200], [-0.3307, 2.6911, 1.2116], [-1.2487, 1.4334, 1.4423], [-0.8261, 0.2119, 0.6293], [0.6381, -0.0377, 0.7627], [1.0898, -1.2849, 0.3893], [-1.6046, -0.9523, 1.2373], [-1.2087, 0.4897, -0.8481], [3.0254, 0.6596, 1.1713], [0.9183, 1.8973, -1.2190], [1.8857, 0.5088, -1.5063], [2.7036, 1.9881, -1.0996], [1.5938, 2.3130, 2.4365], [1.6983, 3.0965, 0.9348], [-0.5125, 3.2060, 0.2682], [-0.5585, 3.3846, 2.0211], [-2.2369, 1.8466, 1.2407], [-1.1637, 1.1547, 2.4927], [-2.0642, -1.6055, 0.4956], [-1.0941, -1.5328, 2.0057], [-2.4328, -0.5307, 1.8068], [-0.4735, 0.0199, -1.5016], [-2.2419, 0.1670, -0.9765], [-1.2853, 1.5672, -0.9937], [3.0701, 0.4357, 2.2371], [3.7905, 1.4055, 0.9559], [3.5302, -0.2243, 0.7816], [1.1148, -1.7851, 1.2083], [7.2384, 2.1663, -5.9199], [6.3572, 1.0465, -5.2809], [6.9631, -0.2075, -5.8536], [6.4140, -1.5452, -5.2505], [6.5858, -1.5581, -3.7573], [6.0207, -0.2868, -3.0850], [6.3925, 0.9491, -3.7814], [6.1651, 2.1237, -3.1227], [4.4859, -0.4455, -2.8856], [6.6438, -0.2458, -1.6602], [4.8799, 1.2988, -5.8052], [6.9395, 3.1973, -5.7304], [7.1844, 2.1456, -7.0084], [8.2587, 2.1642, -5.5363], [6.7618, -0.3126, -6.9197], [8.0501, -0.1911, -5.7740], [7.0097, -2.3472, -5.6863], [5.3730, -1.7226, -5.5207], [7.6019, -1.7853, -3.4346], [6.0566, -2.4051, -3.3207], [4.0347, 0.5190, -2.6524], [3.9638, -0.8698, -3.7432], [4.1435, -1.0951, -2.0801], [7.7206, -0.0765, -1.6617], [6.1347, 0.5102, -1.0625], [6.4785, -1.1959, -1.1521], [4.5428, 2.2233, -5.3365], [4.2234, 0.4839, -5.5002], [4.8634, 1.4588, -6.8833], [6.9905, 2.3066, -2.6679], [-8.3081, -4.2448, -0.3286], [-8.6022, -2.8737, 0.3349], [-8.4114, -3.0742, 1.8959], [-8.1500, -1.7707, 2.7089], [-6.9197, -1.1107, 2.0533], [-7.0829, -0.8123, 0.5558], [-7.5019, -2.0130, -0.1812], [-7.5675, -1.7337, -1.5120], [-7.9711, 0.5208, 0.4194], [-5.6115, -0.3917, 0.1109], [-10.0206, -2.3023, -0.0473], [-7.2732, -4.5085, -0.1103], [-8.4996, -4.1854, -1.4000], [-8.9857, -5.0544, -0.0575], [-9.3418, -3.5395, 2.2216], [-7.5231, -3.6721, 2.0996], [-8.0774, -2.0245, 3.7665], [-9.0040, -1.0945, 2.6690], [-5.9955, -1.6735, 2.1843], [-6.7662, -0.0910, 2.4064], [-8.2997, 0.7277, -0.5991], [-8.8185, 0.3474, 1.0826], [-7.4015, 1.3990, 0.7234], [-5.5741, 0.0238, -0.8961], [-5.1632, 0.2468, 0.8721], [-4.9882, -1.2851, 0.0728], [-10.8457, -2.9369, 0.2761], [-10.1470, -2.2513, -1.1287], [-10.2121, -1.2839, 0.2911], [-6.8765, -2.2423, -1.9426], [2.6739, 4.4623, -2.0986], [1.6512, 4.9222, -1.7871], [3.6679, 4.3578, -1.2858], [2.9371, 3.9762, -3.2671], [4.5594, 4.0096, -1.6084], [3.4907, 4.8964, -0.4500], [2.1825, 3.8253, -3.9212], [3.9029, 3.8650, -3.5408], [-1.9578, -5.1240, 0.4765], [-3.1127, -5.0174, 0.1604], [-1.3095, -4.1549, 1.1251], [-1.1191, -6.0640, 0.2262], [-0.3212, -4.3592, 1.1662], [-1.7757, -3.2743, 1.2904], [-0.1388, -6.0959, 0.4674], [-1.5606, -6.8216, -0.2749], [4.9401, -3.9129, -0.6514], [6.0553, -4.1664, -0.2883], [4.2408, -2.8858, -0.2490], [4.3789, -4.5520, -1.6657], [4.6434, -2.4317, 0.5584], [3.2901, -2.7881, -0.5757], [3.4598, -4.2380, -1.9427], [4.8988, -5.1829, -2.2589], [1.1923, -1.9829, 4.0239], [1.2334, -3.4022, 3.5075], [1.6660, -3.2754, 2.2039], [2.1721, -1.5292, 3.8747], [0.9853, -1.8575, 5.0867], [0.4076, -1.3972, 3.5452], [0.3264, -4.0017, 3.5861], [1.8699, -4.0705, 4.0875], [2.5997, -3.0536, 2.2282], [4.4929, 1.6844, 5.2807], [3.9340, 0.5191, 6.0508], [4.7876, -0.5912, 6.0634], [4.2895, 1.4777, 4.2299], [5.5481, 1.8224, 5.5165], [3.8735, 2.5427, 5.5408], [2.9719, 0.3093, 5.5836], [3.7889, 0.8584, 7.0764], [5.5149, -0.2845, 6.6098], [-3.9388, 0.8318, -3.0291], [-5.2609, 0.8585, -3.6549], [-5.2635, -0.0867, -4.7404], [-3.1503, 0.7337, -3.7752], [-3.9228, -0.0958, -2.4568], [-3.7824, 1.7876, -2.5291], [-5.3794, 1.8608, -4.0667], [-6.0885, 0.6812, -2.9680], [-5.2566, -1.0145, -4.4940], [-0.5538, 0.6328, -4.6813], [0.9520, 0.6077, -4.6713], [1.3565, 0.3336, -6.0372], [-0.9457, -0.3445, -4.9631], [-0.9456, 1.3493, -5.4033], [-0.8679, 0.9190, -3.6775], [1.3848, -0.2082, -4.0925], [1.3778, 1.5668, -4.3766], [1.3665, 1.1384, -6.5605], [-0.2903, 0.9037, 6.0103], [-0.4980, -0.0981, 7.2054], [-1.5763, -0.9631, 6.9602], [-0.3482, 0.3081, 5.0992], [0.6445, 1.4638, 6.0351], [-1.0876, 1.6464, 5.9846], [-0.6811, 0.4661, 8.1199], [0.4213, -0.6740, 7.3117], [-1.5084, -1.7894, 7.4443], [-4.7434, -3.1942, 4.3771], [-3.9502, -1.8937, 4.4371], [-2.5865, -2.1506, 4.6115], [-4.4127, -3.8620, 5.1726], [-4.5582, -3.7010, 3.4300], [-5.8152, -3.0626, 4.5259], [-4.4469, -1.5050, 5.3261], [-4.1934, -1.2329, 3.6050], [-2.1335, -1.4661, 5.1093], [0.5098, -3.5713, -3.4806], [0.5094, -3.0577, -2.0898], [1.7637, -2.4082, -2.0005], [0.5910, -2.7786, -4.2243], [-0.4006, -4.1517, -3.6304], [1.3060, -4.3120, -3.5545], [0.5123, -3.8292, -1.3198], [-0.2699, -2.3279, -1.8700], [1.5811, -1.6543, -1.4349], [-0.3383, 6.7010, 0.1852], [-0.8980, 7.3275, -1.0923], [-0.7269, 6.2925, -2.0154], [-0.5175, 5.6271, 0.2371], [-0.7890, 7.1743, 1.0576], [0.7441, 6.8295, 0.1910], [-0.3771, 8.2595, -1.3118], [-1.9751, 7.4941, -1.1052], [0.1832, 5.9870, -2.0056], [1.5613, 5.1725, 4.3287], [2.2057, 5.6260, 3.0636], [3.1909, 6.5925, 3.2222], [0.8518, 5.8632, 4.7845], [2.2708, 5.0632, 5.1489], [1.0216, 4.2522, 4.1057], [1.5553, 6.1516, 2.3644], [2.6497, 4.7507, 2.5894], [3.6867, 6.5917, 2.4001]],
  "lowdin_charge": [-0.03, -0.47, -0.09, -0.12, -0.13, -0.45, -0.10, -0.02, -0.02, -0.01, -0.02, 0.08, 0.06, 0.06, 0.10, 0.09, 0.09, 0.10, 0.13, 0.11, 0.08, 0.06, 0.08, 0.07, 0.07, 0.08, 0.06, 0.08, 0.05, 0.06, -0.02, -0.42, -0.13, -0.14, -0.13, -0.42, 0.09, 0.10, 0.01, 0.00, 0.03, 0.08, 0.10, 0.09, 0.14, 0.13, 0.12, 0.12, 0.13, 0.13, 0.08, 0.09, 0.07, 0.10, 0.08, 0.09, 0.07, 0.07, 0.11, 0.15, -0.04, -0.45, -0.11, -0.16, -0.16, -0.45, -0.14, -0.01, -0.01, -0.03, -0.01, 0.09, 0.07, 0.08, 0.11, 0.11, 0.10, 0.10, 0.10, 0.11, 0.07, 0.06, 0.07, 0.04, 0.08, 0.08, 0.08, 0.07, 0.07, 0.11, -0.85, 0.11, 0.19, 0.20, 0.11, 0.13, 0.12, 0.09, -0.79, 0.05, 0.17, 0.17, 0.07, 0.07, 0.12, 0.13, -0.80, 0.05, 0.17, 0.18, 0.12, 0.07, 0.08, 0.12, -0.06, -0.31, -0.10, 0.07, 0.07, 0.06, 0.12, 0.12, 0.09, -0.08, -0.36, -0.06, 0.06, 0.08, 0.07, 0.09, 0.11, 0.08, -0.12, -0.32, -0.08, 0.06, 0.07, 0.09, 0.12, 0.10, 0.08, -0.08, -0.30, -0.10, 0.09, 0.09, 0.05, 0.09, 0.09, 0.08, -0.06, -0.29, -0.08, 0.04, 0.06, 0.07, 0.11, 0.10, 0.10, -0.09, -0.33, -0.08, 0.08, 0.07, 0.06, 0.11, 0.09, 0.04, -0.07, -0.31, -0.14, 0.08, 0.08, 0.08, 0.11, 0.11, 0.03, -0.10, -0.31, -0.11, 0.06, 0.07, 0.06, 0.11, 0.11, 0.01, -0.07, -0.36, -0.06, 0.08, 0.08, 0.06, 0.10, 0.09, 0.08]
}